<A>
The following is a DFT calculation (the ωB97M-V functional and the def2-TZVPD basis) of a cluster of 2 separate species, C4H7NO in total.

Summary:
* highest occupied orbital energy: -9.07 eV
* SMILES: C=NC=C=O.C
* gap between HOMO and LUMO: 9.8 eV

Each line ends with the Löwdin charge.
Positions of all 13 atoms, in Å:
O -2.83874 -1.09915 0.65896  0.221
N -0.46768 1.28587 0.09660  -0.060
C 0.41265 2.13072 0.28888  -0.082
C -1.93824 -0.40090 0.76591  -0.163
C -0.85969 0.28135 0.98137  -0.179
C 0.92943 -1.55464 -1.13989  -0.055
H 0.65432 2.71764 -0.56638  0.054
H -0.62193 0.40730 2.01573  0.118
H 1.67294 -1.45205 -1.92030  0.006
H 0.97687 2.45222 1.20893  0.092
H 1.33055 -2.11322 -0.18720  0.061
H 0.04715 -2.13084 -1.38668  0.008
H 0.70238 -0.52432 -0.81595  -0.022



<B>
The following is a DFT calculation (the ωB97M-V functional and the def2-TZVPD basis) of the molecule C4H7NO.

Summary:
* highest occupied orbital energy: -6.92 eV
* gap between HOMO and LUMO: 7.5 eV

Each line ends with the Löwdin charge.
Positions of all 13 atoms, in Å:
O -0.82529 2.09838 -0.81732  0.159
N -1.15293 0.05963 0.58463  0.058
C 0.55159 -0.05949 -0.71174  -0.307
C -0.50935 -1.05141 -0.18160  -0.112
C 1.36074 0.36592 0.52163  -0.139
C -0.45236 1.02388 -0.49791  -0.369
H 2.02795 1.19827 0.28611  0.021
H -0.14730 -1.85759 0.45815  0.121
H -2.15110 0.06809 0.78578  0.158
H 0.96846 -0.24045 -1.71208  0.133
H -0.39891 0.30168 1.31482  0.134
H -1.20267 -1.41903 -0.94130  0.122
H 1.93118 -0.48787 0.91081  0.020



<C>
The following is a DFT calculation (the ωB97M-V functional and the def2-TZVPD basis) of a cluster of 2 separate species, C4H7NO in total.

Summary:
* highest occupied orbital energy: -8.23 eV
* SMILES: c1cc[nH]c1.O
* gap between HOMO and LUMO: 9.1 eV

Each line ends with the Löwdin charge.
Positions of all 13 atoms, in Å:
O 1.92173 5.72378 -0.59049  -0.094
N 0.02236 0.84417 -1.09865  0.009
C 0.89296 0.49622 0.95349  -0.120
C 0.00000 0.00000 0.00000  -0.138
C 1.00177 1.79010 -0.86526  -0.151
C 1.55729 1.52583 0.32943  -0.165
H 1.88027 5.37280 0.32785  0.046
H -0.32704 -1.03755 0.06806  0.105
H 2.40178 2.02779 0.80162  0.102
H 1.10041 0.07360 1.93658  0.099
H -0.44122 0.68705 -1.99694  0.153
H 1.19829 2.60733 -1.55924  0.109
H 0.98861 5.71276 -0.90260  0.046



<D>
The following is a DFT calculation (the ωB97M-V functional and the def2-TZVPD basis) of the molecule C4H7NO.

Summary:
* highest occupied orbital energy (alpha / beta): -8.44 / -8.44 eV
* gap between HOMO and LUMO (alpha / beta): 8.0 / 8.1 eV

Each line ends with the Löwdin charge.
Positions of all 13 atoms, in Å:
O -0.34418 0.32326 -1.64926  -0.152
N -1.43976 -0.35768 0.70922  0.068
C -1.40762 0.80161 0.44177  0.144
C -0.53598 -1.29739 0.07092  -0.118
C 1.07255 0.75309 0.17216  -0.080
C 0.39628 -0.32649 -0.75669  -0.588
H 2.11388 0.75593 -0.12333  0.068
H 1.03062 0.65381 1.26847  0.077
H 0.69251 1.75149 -0.10573  0.076
H -0.03298 -1.85183 0.86531  0.117
H 1.18175 -1.00941 -1.16336  0.142
H -1.10540 -1.98041 -0.57094  0.124
H -1.62169 1.78401 0.84145  0.124



The data favor <C>; the next most stable structure lies 0.0682 hartree above it.



<A>
The following is a DFT calculation (the ωB97M-V functional and the def2-TZVPD basis) of the molecule C4H7NO.

Summary:
* highest occupied orbital energy: -11.00 eV
* SMILES: C[C@@H](O)CC#N
* gap between HOMO and LUMO: 11.7 eV

Each line ends with the Löwdin charge.
Positions of all 13 atoms, in Å:
O 1.79575 -0.48138 0.14631  -0.038
N -2.92027 -0.34480 0.82858  0.144
C -1.77256 -0.34438 0.97508  -0.222
C 0.15051 0.85800 -1.05519  -0.047
C -0.31527 -0.33407 1.13344  -0.138
C 0.42792 -0.37808 -0.20845  -0.459
H 2.30446 -0.59065 -0.66739  0.098
H 0.10732 -1.28083 -0.75264  0.147
H 0.71271 0.82011 -1.99478  0.081
H -0.01123 -1.19281 1.74008  0.129
H -0.02342 0.57344 1.67439  0.132
H 0.45678 1.75891 -0.51161  0.090
H -0.91270 0.93652 -1.30782  0.083



<B>
The following is a DFT calculation (the ωB97M-V functional and the def2-TZVPD basis) of a cluster of 2 separate species, C4H7NO in total.

Summary:
* highest occupied orbital energy: -9.19 eV
* SMILES: [H]/N=C/C.C=C=O
* gap between HOMO and LUMO: 10.1 eV

Each line ends with the Löwdin charge.
Positions of all 13 atoms, in Å:
O -1.25692 0.17579 1.80883  0.140
N 1.04769 0.69110 -0.85170  0.072
C -1.93330 1.28277 -0.30621  -0.001
C 0.92582 -1.59889 -0.09218  -0.092
C -1.58514 0.70286 0.81654  -0.292
C 1.27786 -0.15176 0.07176  -0.325
H 1.73053 0.12849 1.03311  0.112
H -1.31374 1.08858 -1.17558  0.045
H 1.34542 1.62550 -0.56557  0.057
H 0.47451 -1.99673 0.82266  0.071
H 1.83218 -2.18102 -0.29733  0.076
H -2.77968 1.95427 -0.33391  0.059
H 0.23477 -1.72095 -0.93042  0.078



The data favor <A>; the next most stable structure lies 0.0452 hartree above it.



<A>
The following is a DFT calculation (the ωB97M-V functional and the def2-TZVPD basis) of a structure of composition C4H7NO.

Summary:
* highest occupied orbital energy: -8.72 eV
* gap between HOMO and LUMO: 9.4 eV

Each line ends with the Löwdin charge.
Positions of all 13 atoms, in Å:
O -1.41770 -2.41954 -0.00184  0.040
N -0.12968 -0.57990 -0.67027  0.077
C 0.73905 0.50472 -0.23580  -0.232
C -0.59540 -1.48430 0.18361  -0.625
C 0.03994 1.85800 -0.24337  -0.086
C -0.58679 -1.79769 1.54917  0.170
H 1.63425 0.52229 -0.86699  0.116
H -0.86731 1.82118 0.36704  0.080
H 0.15271 -2.58786 1.73985  0.034
H 0.70205 2.62744 0.16664  0.075
H 1.06385 0.25303 0.77856  0.119
H -0.23700 2.15872 -1.25985  0.073
H -0.53321 -0.56743 -1.59842  0.159



<B>
The following is a DFT calculation (the ωB97M-V functional and the def2-TZVPD basis) of a cluster of 2 separate species, C4H7NO in total.

Summary:
* highest occupied orbital energy: -9.80 eV
* SMILES: C=CC=O.C=N
* gap between HOMO and LUMO: 9.7 eV

Each line ends with the Löwdin charge.
Positions of all 13 atoms, in Å:
O 1.73407 -0.01937 1.69283  0.067
N -2.84519 1.21820 0.95893  0.029
C 1.91181 0.19560 -1.15838  0.069
C -2.50909 0.54645 0.00399  -0.180
C 1.22901 -0.78102 -0.50221  -0.135
C 1.35144 -0.87490 0.97780  -0.335
H 1.93764 0.14293 -2.20867  0.045
H -1.47540 0.13590 -0.32653  0.077
H 0.73142 -1.63003 -0.99946  0.099
H -2.15998 1.40919 1.64955  0.028
H 2.38429 1.00654 -0.67939  0.059
H -3.29591 0.54483 -0.75596  0.056
H 1.00590 -1.89433 1.34750  0.122



<C>
The following is a DFT calculation (the ωB97M-V functional and the def2-TZVPD basis) of the molecule C4H7NO.

Summary:
* highest occupied orbital energy: -8.80 eV
* SMILES: C[C@H]1NCC1=O
* gap between HOMO and LUMO: 9.8 eV

Each line ends with the Löwdin charge.
Positions of all 13 atoms, in Å:
O 0.20445 -1.23581 1.91199  0.117
N -0.94454 0.55350 -0.49792  -0.037
C -0.23072 -0.48331 1.08819  -0.329
C 1.54725 -0.10502 -0.81289  -0.045
C -1.63564 -0.14099 0.56796  -0.115
C 0.40377 0.44623 0.03437  -0.312
H 2.01704 0.69343 -1.39657  0.071
H -2.26353 -1.00029 0.29272  0.116
H 0.72838 1.38559 0.51349  0.141
H -1.27317 0.85803 -1.39640  0.117
H 2.31846 -0.52999 -0.15954  0.081
H -2.19510 0.49778 1.27476  0.115
H 1.20602 -0.88824 -1.49781  0.081



<D>
The following is a DFT calculation (the ωB97M-V functional and the def2-TZVPD basis) of the molecule C4H7NO.

Summary:
* highest occupied orbital energy: -9.01 eV
* SMILES: CN1C[C@H]1C=O
* gap between HOMO and LUMO: 9.9 eV

Each line ends with the Löwdin charge.
Positions of all 13 atoms, in Å:
O 2.39308 1.78399 0.36108  0.027
N -0.76759 -0.06954 0.15507  -0.219
C -1.28770 -0.41719 -1.12810  -0.065
C 0.23154 0.83968 0.53103  -0.154
C 0.01657 -0.77999 1.03386  -0.027
C 1.63300 0.87489 0.10258  -0.294
H 0.52370 -1.69981 0.66404  0.117
H -0.56470 -0.87445 -1.81825  0.084
H 1.97342 -0.05906 -0.38284  0.119
H -2.12348 -1.10160 -0.96317  0.086
H -0.14893 1.80348 0.91868  0.145
H -1.66922 0.50878 -1.56624  0.092
H -0.20970 -0.80919 2.09225  0.089



The data favor <C>; the next most stable structure lies 0.0453 hartree above it.